Density functional theory data (ωB97M-V with the def2-TZVPD basis set) for a molecular structure, C4H2NO8S2 at a distorted geometry.

Each line ends with the Mulliken charge.
Cartesian coordinates (Å):
C -0.4735 -0.8159 0.3221  -0.15
C -1.6487 -0.5557 -0.3458  -0.02
C -0.9872 1.4407 0.5337  -0.30
C 0.1898 0.4559 0.6521  1.03
N -1.9953 0.7510 -0.0219  0.09
O 2.3883 1.5492 -0.5521  -0.64
O -2.3788 -1.2971 -0.9866  -0.70
O -0.9510 2.5805 0.9224  -0.63
O 1.7281 -1.8111 0.9738  -0.68
O 0.6812 -3.0063 -0.8939  -0.70
O 1.5404 -0.7981 -1.2547  -0.32
O 0.4397 1.2721 -1.8744  -0.67
O 1.0255 0.4914 1.7822  -0.60
S 0.8698 -1.8136 -0.1408  1.29
S 1.2608 0.7613 -0.8081  1.25
H -2.8652 1.2506 -0.2719  0.25
H 1.1761 -0.4549 1.9637  0.50

Forces on the atoms, in the same order (eV/Å):
C 3.2 -1.6 0.6
C -2.3 -1.8 -1.0
C 1.2 0.7 1.0
C 0.7 -0.3 0.6
N -1.6 2.1 -0.3
O 2.5 0.1 0.9
O 0.0 0.4 -0.2
O -0.4 0.2 -0.1
O 1.8 -0.7 1.6
O -0.2 0.0 0.3
O 0.9 0.8 0.6
O -0.4 -0.5 0.0
O -1.2 0.7 -0.1
S -2.9 -0.5 -1.9
S -2.3 1.0 -2.1
H 0.9 -0.9 0.1
H 0.2 0.4 0.1

For the calculated total energy, the calculation gives -1606.7504 hartree. As for the charge: -1. Its relative energy (zero: lowest compared OMol25 entry of this formula, charge and spin) is 0.0 kcal per mole. The frontier orbital gap is 0.3266 Ha.



Density functional theory data (ωB97M-V with the def2-TZVPD basis set) for a single C28H26N2O6S molecule.

Each line ends with the Mulliken charge.
Cartesian coordinates (Å):
C -2.9553 -4.4799 0.2031  -0.91
H -2.0768 -4.4050 0.8509  0.34
O -3.7264 -3.3002 0.2383  -0.48
C -3.1605 -2.1471 -0.1762  1.08
C -1.8595 -2.0278 -0.6270  -0.45
C -1.3424 -0.7982 -1.0385  -0.96
C -2.1621 0.3431 -0.9822  -0.50
C -3.4801 0.2156 -0.5206  -0.14
C -3.9929 -0.9983 -0.1245  0.64
O -5.2570 -1.2102 0.3313  -0.47
C -6.1288 -0.1093 0.4046  -0.92
H -5.7530 0.6567 1.0909  0.35
H -6.2969 0.3378 -0.5805  0.34
H -7.0685 -0.5053 0.7859  0.24
H -4.0831 1.1070 -0.4897  0.70
C -1.6313 1.6712 -1.2957  0.69
O -0.5827 1.8835 -1.8853  -0.73
O -2.3855 2.6695 -0.8157  -0.35
C -1.7609 3.9441 -0.7826  -0.78
H -2.4286 4.5854 -0.2026  0.39
H -1.6498 4.3509 -1.7936  0.33
C -0.3633 3.9183 -0.1366  0.50
O 0.4625 4.7419 -0.4694  -0.65
C -0.1248 2.8374 0.7990  0.93
C 1.0980 2.1966 0.9511  0.55
N 0.9005 1.0946 1.7286  0.71
C -0.4234 1.0365 2.1162  0.63
C -1.0739 2.0955 1.5589  -0.83
H -2.1081 2.3397 1.6969  0.50
C -0.9645 -0.0153 3.0195  -1.78
H -1.7456 0.4119 3.6445  0.49
H -0.1831 -0.4220 3.6582  0.31
H -1.4071 -0.8330 2.4483  0.16
C 1.8696 0.1048 1.9883  -0.32
C 3.1162 0.4508 2.4975  -0.30
C 4.0743 -0.5274 2.6952  -0.78
C 3.7972 -1.8498 2.3922  -0.50
C 2.5491 -2.1977 1.9035  -0.83
C 1.5859 -1.2267 1.7043  0.40
H 0.6199 -1.4966 1.3094  0.15
H 2.3246 -3.2230 1.6549  0.40
H 4.5517 -2.6078 2.5371  0.43
H 5.0423 -0.2527 3.0870  0.42
H 3.3268 1.4795 2.7446  0.49
C 2.3938 2.5505 0.3245  -1.82
H 2.9823 1.6628 0.0984  0.42
H 2.9751 3.1991 0.9807  0.25
H 2.2010 3.1115 -0.5873  0.46
N -0.0281 -0.6664 -1.4514  0.06
C 0.9899 -1.5741 -1.3854  -0.04
O 0.8704 -2.7427 -1.0587  -0.74
C 2.2975 -1.0003 -1.7183  0.45
C 2.6564 0.2283 -2.2096  -0.66
C 4.0495 0.3667 -2.3482  -0.52
C 4.7260 -0.7492 -1.9586  -0.41
S 3.6833 -1.9976 -1.4247  -0.05
H 5.7860 -0.9093 -1.9586  0.47
H 4.5257 1.2573 -2.7172  0.44
H 1.9633 1.0081 -2.4715  0.66
H 0.1908 0.2826 -1.7555  0.17
H -1.2083 -2.8838 -0.6719  0.80
H -2.6330 -4.7181 -0.8145  0.35
H -3.6107 -5.2676 0.5704  0.23

Forces on the atoms, in the same order (eV/Å):
C 0.2 -0.2 0.0
H 0.0 0.0 0.0
O -0.1 0.5 -0.1
C -0.2 0.3 0.0
C -0.1 -0.4 0.1
C -0.5 0.2 0.1
C 0.0 -0.4 0.0
C -0.1 -0.2 0.0
C 0.0 -0.1 0.0
O 0.2 -0.2 0.0
C -0.1 0.1 0.0
H 0.0 0.0 0.0
H 0.0 0.0 0.0
H 0.0 0.1 0.0
H -0.1 0.0 0.1
C 0.3 -0.1 -0.2
O -0.3 0.2 0.0
O -0.2 -0.2 -0.1
C 0.3 0.5 -0.3
H 0.1 -0.1 -0.1
H 0.0 0.0 0.2
C -0.2 0.0 -0.1
O -0.1 0.1 0.0
C 0.6 -0.3 0.6
C -0.2 0.6 -0.4
N -0.2 0.3 0.0
C -0.6 0.1 0.2
C 0.3 -0.1 0.1
H -0.2 -0.1 0.1
C 0.0 0.0 0.0
H 0.0 0.0 0.0
H 0.0 -0.1 0.1
H 0.0 -0.1 0.0
C 0.4 -0.5 0.1
C -0.2 0.0 0.0
C 0.1 0.0 0.0
C 0.0 0.0 0.0
C 0.0 0.0 0.1
C 0.0 0.2 0.0
H -0.1 0.0 -0.1
H 0.0 -0.1 0.0
H 0.1 -0.1 0.0
H 0.1 0.0 0.0
H 0.0 0.1 0.0
C 0.1 -0.1 -0.1
H 0.1 0.0 0.0
H 0.1 0.0 0.0
H 0.0 0.0 0.0
N 0.3 0.3 -0.2
C -0.4 0.2 0.0
O 0.0 -0.2 0.1
C 0.7 -0.1 -0.1
C -0.2 -0.4 0.1
C 0.2 0.0 0.0
C -0.2 -0.3 0.1
S -0.2 0.6 -0.2
H 0.2 0.0 0.0
H 0.1 0.1 -0.1
H -0.2 0.2 0.0
H 0.0 -0.2 0.1
H 0.0 0.0 0.0
H 0.0 0.0 0.0
H 0.1 0.0 0.0

For the calculated total energy, the calculation gives -2041.7605 hartree. Its SMILES is COc1cc(NC(=O)c2cccs2)c(C(=O)OCC(=O)c2cc(C)n(-c3ccccc3)c2C)cc1OC. As for the charge: 0. Its relative energy (zero: lowest compared OMol25 entry of this formula, charge and spin) is 0.0 kcal per mole. The frontier orbital gap is 0.2914 Ha.



Density functional theory data (ωB97M-V with the def2-TZVPD basis set) for a molecular structure, C38H39N3OP3Y at a distorted geometry.

Each line ends with the Mulliken charge.
Cartesian coordinates (Å):
Y -0.1208 -0.6559 0.9046  -0.48
O -0.1477 -1.0285 3.3606  -0.76
C -0.2638 0.1546 3.0072  0.96
C -0.2884 1.4045 3.7439  0.28
C -0.2779 1.5623 5.1287  -0.56
C -0.2587 2.8431 5.6541  -0.70
C -0.2340 3.9476 4.8028  -0.68
C -0.2394 3.7924 3.4207  -0.17
C -0.2797 2.5150 2.8864  0.00
P -0.3242 2.1531 1.0854  1.13
C 0.6321 3.4693 0.2971  0.43
C 2.0058 3.2678 0.1519  -0.65
C 2.8018 4.2547 -0.4082  -0.68
C 2.2245 5.4434 -0.8367  -0.54
C 0.8580 5.6458 -0.7013  -0.76
C 0.0598 4.6630 -0.1326  -0.13
C -2.0494 2.4388 0.5928  0.87
C -2.3430 2.4016 -0.7752  -0.36
C -3.6290 2.6669 -1.2188  -0.72
C -4.6392 2.9360 -0.2997  -0.70
C -4.3605 2.9383 1.0591  -0.81
C -3.0667 2.6964 1.5084  -0.68
H -0.2809 0.6916 5.7722  0.55
H -0.2517 2.9905 6.7258  0.44
H -0.2048 4.9434 5.2261  0.46
H -0.2038 4.6625 2.7762  0.50
H 2.4564 2.3399 0.4918  0.44
H 3.8679 4.1005 -0.5119  0.43
H 2.8426 6.2133 -1.2793  0.41
H 0.4125 6.5730 -1.0372  0.44
H -1.0069 4.8248 -0.0314  0.46
H -1.5538 2.2164 -1.4986  0.50
H -3.8407 2.6774 -2.2807  0.47
H -5.6423 3.1506 -0.6461  0.41
H -5.1444 3.1537 1.7733  0.43
H -2.8515 2.7357 2.5687  0.41
C 5.1065 -3.1729 -0.3825  -0.92
N 4.0128 -3.5229 -1.2927  0.15
C 4.1421 -2.7314 -2.5173  -0.96
N 4.1762 -1.2870 -2.2723  0.14
C 5.2646 -0.9937 -1.3343  -0.98
N 5.1631 -1.7413 -0.0795  0.15
C 4.0395 -1.3079 0.7310  -1.19
P 2.4273 -1.5873 -0.1706  1.78
C 2.7119 -3.3649 -0.6704  -1.16
C 2.8992 -0.7862 -1.7930  -0.68
H 6.0456 -3.4573 -0.8559  0.32
H 5.0034 -3.7375 0.5446  0.39
H 3.3158 -2.9663 -3.1902  0.38
H 5.0737 -3.0136 -3.0063  0.29
H 5.2799 0.0760 -1.1201  0.41
H 6.2054 -1.2618 -1.8134  0.31
H 4.1414 -0.2473 0.9683  0.45
H 4.0224 -1.8572 1.6731  0.48
H 1.9274 -3.6762 -1.3635  0.42
H 2.6413 -3.9996 0.2142  0.49
H 2.9528 0.2964 -1.6592  0.48
H 2.1219 -0.9856 -2.5345  0.11
C -4.3618 -1.0969 0.3006  -1.53
P -2.6314 -1.3740 -0.1370  1.31
C -2.1879 -3.0903 0.2546  0.60
C -2.0489 -4.0987 -0.7024  -0.62
C -1.6267 -5.3617 -0.3163  -0.68
C -1.3308 -5.6276 1.0168  -0.55
C -1.4577 -4.6312 1.9742  -0.79
C -1.8786 -3.3626 1.5945  -0.30
C -2.4381 -1.1710 -1.9216  0.47
C -1.1498 -1.3158 -2.4520  0.20
C -0.9002 -1.0567 -3.7897  -0.89
C -1.9419 -0.6464 -4.6145  -0.68
C -3.2213 -0.5048 -4.0990  -0.72
C -3.4718 -0.7618 -2.7553  -0.53
H -4.4825 -1.2712 1.3690  0.42
H -5.0209 -1.7671 -0.2501  0.50
H -4.6092 -0.0561 0.0912  0.34
H -2.2812 -3.9001 -1.7411  0.50
H -1.5352 -6.1459 -1.0566  0.45
H -1.0066 -6.6178 1.3092  0.45
H -1.2397 -4.8382 3.0136  0.47
H -2.0046 -2.5980 2.3576  0.45
H -0.3367 -1.6922 -1.8288  -0.14
H 0.0940 -1.1851 -4.1983  0.47
H -1.7546 -0.4469 -5.6614  0.44
H -4.0331 -0.1973 -4.7458  0.45
H -4.4752 -0.6428 -2.3672  0.43

Forces on the atoms, in the same order (eV/Å):
Y -0.3 -0.2 1.1
O 0.0 0.2 -0.5
C 0.0 0.0 -0.4
C 0.0 -0.2 0.1
C 0.0 0.0 0.1
C 0.0 0.0 0.0
C 0.0 0.0 0.0
C 0.0 0.1 0.0
C 0.0 0.0 -0.1
P 0.2 0.1 -0.1
C 0.0 0.0 0.0
C 0.0 0.1 0.0
C 0.0 0.0 0.0
C 0.0 0.0 0.0
C 0.0 0.0 0.0
C 0.0 0.1 0.0
C -0.1 0.0 0.0
C 0.0 0.0 0.0
C 0.0 -0.1 0.0
C 0.0 0.0 0.0
C 0.0 0.0 0.0
C 0.0 0.0 0.0
H 0.0 0.0 0.0
H 0.0 0.0 0.0
H 0.0 0.0 0.0
H 0.0 0.0 0.0
H 0.0 0.0 0.0
H 0.0 0.0 0.0
H 0.0 0.0 0.0
H 0.0 0.0 0.0
H 0.0 0.0 0.0
H 0.0 0.0 0.0
H 0.0 0.0 0.0
H 0.0 0.0 0.0
H 0.0 0.0 0.0
H 0.0 0.0 0.0
C -0.1 0.0 0.0
N 0.0 0.0 0.0
C 0.0 0.0 0.0
N 0.0 0.0 0.1
C -0.1 0.0 0.0
N 0.0 0.0 0.0
C 0.0 0.0 -0.1
P 0.1 0.0 -0.1
C 0.0 0.0 0.0
C 0.1 -0.1 0.0
H 0.0 0.0 0.0
H 0.0 0.0 0.0
H 0.0 0.0 0.0
H 0.0 0.0 0.0
H 0.0 0.0 0.0
H 0.0 0.0 0.0
H 0.0 0.0 0.0
H 0.0 0.0 0.0
H 0.0 0.0 0.0
H 0.0 0.0 0.0
H 0.0 0.0 0.0
H 0.0 0.0 0.0
C 0.0 0.0 0.0
P 0.0 0.0 0.0
C 0.1 0.0 -0.1
C 0.0 0.0 0.0
C 0.0 0.0 0.0
C 0.0 0.0 0.0
C 0.0 0.0 0.0
C 0.0 0.0 0.0
C 0.1 0.0 0.0
C -0.1 0.0 0.0
C 0.0 0.0 0.0
C 0.0 0.0 0.0
C 0.0 0.0 0.0
C 0.0 0.0 0.0
H 0.0 0.0 0.0
H 0.0 0.0 0.0
H 0.0 0.0 0.0
H 0.0 0.0 0.0
H 0.0 0.0 0.0
H 0.0 0.0 0.0
H 0.0 0.0 0.0
H 0.0 0.0 0.0
H 0.0 0.0 0.0
H 0.0 0.0 0.0
H 0.0 0.0 0.0
H 0.0 0.0 0.0
H 0.0 0.0 0.0

For the calculated total energy, the calculation gives -2772.8619 hartree. As for the charge: +2. Its relative energy (zero: lowest compared OMol25 entry of this formula, charge and spin) is 6.4 kcal per mole. The frontier orbital gap is 0.2714 Ha.



Among the records above, which one has the highest calculated total energy?
C4H2NO8S2



Number 1 is which compound?
C4H2NO8S2



Repeat the first record exactly.
Density functional theory data (ωB97M-V with the def2-TZVPD basis set) for a molecular structure, C4H2NO8S2 at a distorted geometry.

Each line ends with the Mulliken charge.
Cartesian coordinates (Å):
C -0.4735 -0.8159 0.3221  -0.15
C -1.6487 -0.5557 -0.3458  -0.02
C -0.9872 1.4407 0.5337  -0.30
C 0.1898 0.4559 0.6521  1.03
N -1.9953 0.7510 -0.0219  0.09
O 2.3883 1.5492 -0.5521  -0.64
O -2.3788 -1.2971 -0.9866  -0.70
O -0.9510 2.5805 0.9224  -0.63
O 1.7281 -1.8111 0.9738  -0.68
O 0.6812 -3.0063 -0.8939  -0.70
O 1.5404 -0.7981 -1.2547  -0.32
O 0.4397 1.2721 -1.8744  -0.67
O 1.0255 0.4914 1.7822  -0.60
S 0.8698 -1.8136 -0.1408  1.29
S 1.2608 0.7613 -0.8081  1.25
H -2.8652 1.2506 -0.2719  0.25
H 1.1761 -0.4549 1.9637  0.50

Forces on the atoms, in the same order (eV/Å):
C 3.2 -1.6 0.6
C -2.3 -1.8 -1.0
C 1.2 0.7 1.0
C 0.7 -0.3 0.6
N -1.6 2.1 -0.3
O 2.5 0.1 0.9
O 0.0 0.4 -0.2
O -0.4 0.2 -0.1
O 1.8 -0.7 1.6
O -0.2 0.0 0.3
O 0.9 0.8 0.6
O -0.4 -0.5 0.0
O -1.2 0.7 -0.1
S -2.9 -0.5 -1.9
S -2.3 1.0 -2.1
H 0.9 -0.9 0.1
H 0.2 0.4 0.1

For the calculated total energy, the calculation gives -1606.7504 hartree. As for the charge: -1. Its relative energy (zero: lowest compared OMol25 entry of this formula, charge and spin) is 0.0 kcal per mole. The frontier orbital gap is 0.3266 Ha.



Among the records above, which one has the highest relative energy (zero: lowest compared OMol25 entry of this formula, charge and spin)?
C38H39N3OP3Y